(1)
DFT (ωB97M-V/def2-TZVPD) results for a cluster of 3 separate species, C3H11N2O2 in total in a non-equilibrium geometry.

Last column: natural (NBO) charge in e.
Cartesian coordinates (Å):
N (-2.3513, 1.3429, -0.6237)  -0.5112
C (1.2352, 0.2271, -0.6243)  0.3685
C (2.7423, -0.1133, -0.4205)  -0.7221
C (0.4956, 0.1868, 0.6082)  0.4800
N (0.6840, -1.0499, 1.2536)  -0.6748
O (-0.2422, 0.9328, 1.2496)  -0.5266
H (-2.9811, 2.1612, -0.5176)  0.4447
H (-2.2197, 1.1641, -1.6355)  0.4209
H (-1.4080, 1.6979, -0.2481)  0.4295
H (0.8435, 0.8446, -1.4094)  0.2424
H (2.6555, -0.9753, 0.2564)  0.2977
H (3.2217, -0.4215, -1.3654)  0.3063
H (3.4087, 0.6085, 0.0380)  0.3771
H (0.0834, -1.0613, 2.0873)  0.4451
H (0.6776, -1.9061, 0.6815)  0.4259
H (-2.2070, -0.4236, 0.3223)  0.4706
H (-2.6899, -1.8871, 0.3204)  0.5244
O (-1.9484, -1.3280, 0.0274)  -0.7983

The value obtained for the energy relative to the best compared isomer or geometry (same formula, charge and spin) is 132.6 kcal/mol. For the LUMO energy (alpha / beta), the calculation gives -12.37 / -13.91 eV. As for the frontier orbital gap (alpha / beta): 6.96 / 5.17 eV. The total charge is +2. The spin multiplicity is 2.

=====

(2)
DFT (ωB97M-V/def2-TZVPD) results for a structure of composition C36H34Cl2CrN8O6S in a non-equilibrium geometry.

Last column: Mulliken spin population.
Cartesian coordinates (Å):
Cr (-0.2110, -0.8430, 0.0073)  3.0761
C (-0.6428, 2.5978, -0.4405)  -0.0059
N (-0.4367, 1.6820, -1.5198)  0.0478
C (0.7172, 1.7478, -2.3569)  0.0083
C (1.3337, 0.3943, -2.4953)  0.0237
N (1.0653, -0.6083, -1.7068)  -0.0115
C (1.8682, -1.6539, -2.1124)  0.0026
C (2.0305, -2.9457, -1.6212)  0.0210
C (2.9263, -3.7699, -2.2735)  0.0051
C (3.6615, -3.3429, -3.3802)  0.0000
C (3.5273, -2.0608, -3.8718)  0.0003
C (2.6347, -1.2279, -3.2174)  -0.0067
N (2.2651, 0.0804, -3.4333)  0.0013
C (-1.0166, 1.9043, 0.8304)  -0.0307
N (-0.3569, 0.8996, 1.3660)  0.1030
C (-0.9082, 0.7050, 2.6117)  0.0122
C (-0.5380, -0.1329, 3.6595)  -0.0062
C (-1.3482, -0.1642, 4.7793)  0.0038
C (-2.4874, 0.6314, 4.8877)  -0.0009
C (-2.8293, 1.5333, 3.8924)  0.0044
C (-2.0109, 1.5736, 2.7738)  -0.0264
N (-2.0247, 2.3487, 1.6399)  0.0041
H (-1.4107, 3.3560, -0.6742)  0.0000
H (0.3087, 3.1073, -0.2506)  -0.0015
H (-1.2547, 1.2306, -1.8956)  0.0012
H (1.4649, 2.3839, -1.8718)  -0.0009
H (0.5106, 2.1589, -3.3631)  0.0002
H (1.4602, -3.2832, -0.7697)  0.0072
H (3.0620, -4.7828, -1.9278)  0.0000
H (4.3289, -4.0355, -3.8711)  0.0000
H (4.0837, -1.7203, -4.7305)  0.0000
H (2.6445, 0.7026, -4.1268)  -0.0006
H (0.3495, -0.7413, 3.5968)  0.0009
H (-1.0907, -0.8245, 5.5944)  0.0002
H (-3.1054, 0.5541, 5.7704)  -0.0001
H (-3.6972, 2.1719, 3.9766)  -0.0001
H (-2.7403, 3.0110, 1.3896)  -0.0004
Cl (-5.7934, -4.0011, -3.7891)  -0.0030
C (-4.3340, -3.4622, -3.0258)  -0.1182
C (-3.1310, -4.0449, -3.4033)  0.2197
C (-1.9655, -3.6337, -2.7601)  -0.0668
Cl (-0.4654, -4.3734, -3.2166)  -0.0004
C (-1.9271, -2.6273, -1.7863)  0.1592
O (-0.8227, -2.3237, -1.1877)  0.0689
C (-3.1872, -1.9674, -1.5079)  -0.1345
C (-3.1930, -0.7947, -0.7578)  0.5205
O (-2.1510, -0.1282, -0.3942)  0.0402
C (-4.3831, -2.4639, -2.0852)  0.1711
H (-3.0927, -4.7999, -4.1687)  0.0211
H (-4.1609, -0.3502, -0.4936)  -0.0065
H (-5.3206, -2.0070, -1.8118)  0.0123
C (-0.1505, 5.4376, 1.6569)  0.0000
C (1.0070, 4.6483, 2.1884)  -0.0006
C (2.2918, 4.8775, 1.7021)  0.0002
C (3.3790, 4.2067, 2.2318)  -0.0001
C (3.1700, 3.2802, 3.2346)  0.0000
C (1.9048, 3.0250, 3.7233)  -0.0002
C (0.8248, 3.7163, 3.2040)  0.0008
S (4.5534, 2.4697, 4.0156)  0.0001
O (4.0554, 1.5635, 5.0188)  0.0001
O (5.4841, 3.4699, 4.4522)  0.0000
N (5.3310, 1.5969, 2.7972)  -0.0003
C (4.5358, 1.0591, 1.7118)  -0.0002
C (3.4244, 0.0795, 2.0953)  -0.0037
C (2.3409, 0.0135, 0.9957)  -0.0113
O (2.1743, 0.9768, 0.2515)  0.0146
O (1.6568, -1.0536, 0.9698)  -0.0421
H (-0.0080, 5.6715, 0.6055)  0.0001
H (-0.2371, 6.3800, 2.1983)  0.0000
H (-1.0781, 4.8876, 1.7822)  -0.0002
H (2.4403, 5.6005, 0.9124)  0.0000
H (4.3853, 4.3890, 1.8865)  -0.0001
H (1.7902, 2.2962, 4.5118)  0.0001
H (-0.1623, 3.5374, 3.6050)  -0.0002
H (5.8840, 0.8937, 3.2692)  0.0001
H (5.2315, 0.5876, 1.0121)  0.0001
H (4.0701, 1.9071, 1.2031)  -0.0003
H (2.9262, 0.4315, 3.0035)  0.0012
H (3.7991, -0.9260, 2.2863)  -0.0002
N (-1.0577, -3.7075, 2.8952)  0.0013
C (-2.3247, -3.2049, 2.8660)  0.0091
C (-2.2880, -2.1357, 2.0228)  0.0280
N (-1.0241, -1.9884, 1.5440)  -0.1391
C (-0.3045, -2.9474, 2.0791)  0.0423
H (-0.7488, -4.5054, 3.4256)  -0.0003
H (-3.1288, -3.6267, 3.4283)  -0.0002
H (-3.0715, -1.4604, 1.7433)  -0.0170
H (0.7476, -3.0747, 1.9123)  0.0029

The value obtained for the energy relative to the best compared isomer or geometry (same formula, charge and spin) is 48.3 kcal/mol. For the LUMO energy (alpha / beta), the calculation gives 0.01 / 0.18 eV. As for the frontier orbital gap (alpha / beta): 4.97 / 7.30 eV. The spin multiplicity is 5.

=====

(3)
DFT (ωB97M-V/def2-TZVPD) results for a cluster of 2 separate species, C23H19N9O6 in total in a non-equilibrium geometry.

Last column: natural (NBO) charge in e.
Cartesian coordinates (Å):
N (-0.2164, 0.7986, 1.2575)  -0.0712
N (0.4298, -0.1405, 1.1122)  0.2434
N (1.1771, -1.0777, 0.7863)  -0.3475
C (1.5377, -2.0106, 1.8609)  0.1087
C (3.0102, -2.3999, 1.6309)  -0.0408
C (3.8106, -2.9189, 2.6594)  -0.1664
C (5.1591, -3.2241, 2.4227)  -0.2241
C (5.7136, -3.0355, 1.1524)  -0.2153
C (4.9099, -2.5338, 0.1205)  -0.1923
C (3.5681, -2.2175, 0.3697)  -0.2223
C (1.3816, -1.3601, 3.2282)  -0.1025
C (2.0038, -0.1262, 3.4084)  -0.1512
C (1.9069, 0.5346, 4.6380)  -0.2155
C (1.2384, -0.0740, 5.7121)  -0.2113
C (0.6766, -1.3407, 5.5478)  -0.1899
C (0.7578, -1.9909, 4.3097)  -0.2174
C (0.6334, -3.2403, 1.6817)  -0.0262
C (0.9310, -4.1361, 0.4899)  -0.4176
C (-0.2706, -5.0828, 0.5011)  -0.4205
C (-1.4049, -4.3672, 1.2480)  -0.2191
N (-0.8345, -3.0110, 1.5716)  -0.6689
H (3.3989, -3.0680, 3.6605)  0.2145
H (5.7776, -3.6091, 3.2393)  0.2180
H (6.7636, -3.2827, 0.9684)  0.2188
H (5.3042, -2.3780, -0.8862)  0.2176
H (2.9518, -1.8054, -0.4320)  0.2377
H (2.6043, 0.3114, 2.6019)  0.2179
H (2.3381, 1.5339, 4.7305)  0.2211
H (1.1495, 0.4416, 6.6707)  0.2215
H (0.1523, -1.8444, 6.3630)  0.2209
H (0.3195, -2.9868, 4.2218)  0.2171
H (0.7263, -3.8568, 2.5903)  0.1787
H (0.9722, -3.5320, -0.4285)  0.2214
H (1.8892, -4.6479, 0.6231)  0.2295
H (-0.5597, -5.3601, -0.5138)  0.2309
H (-0.0261, -5.9885, 1.0702)  0.2090
H (-2.3263, -4.2655, 0.6610)  0.2198
H (-1.6369, -4.8564, 2.2102)  0.1865
H (-1.2285, -2.6483, 2.4541)  0.4056
O (-5.2959, 2.9444, 0.5931)  -0.3443
N (-4.7914, 1.9734, 0.0553)  0.4130
C (-3.9778, 0.9144, 0.4063)  0.0118
C (-3.6919, 0.1723, -0.7410)  0.0683
N (-4.2899, 0.7372, -1.8368)  -0.0432
O (-4.9066, 1.8482, -1.3546)  -0.1434
C (-2.8658, -1.0244, -0.6163)  0.0663
N (-2.6808, -1.9280, -1.7248)  0.4877
O (-3.1596, -1.6712, -2.8421)  -0.3359
O (-2.0419, -2.9871, -1.4913)  -0.4073
C (-2.3113, -1.4186, 0.6138)  -0.1845
C (-2.7521, -0.7183, 1.7398)  0.0401
N (-2.8265, -1.0750, 3.0947)  0.4061
O (-2.4314, -2.0721, 3.7074)  -0.4109
O (-3.6271, -0.1547, 3.7360)  -0.1236
N (-4.0363, 0.8542, 2.8829)  -0.0560
C (-3.5399, 0.4678, 1.6769)  0.0988
H (-1.4585, -2.1575, 0.6548)  0.3384

For the LUMO energy, the calculation gives -1.96 eV. As for the frontier orbital gap: 7.29 eV. The spin multiplicity is 1.